*a*
The following is a quantum chemistry calculation of C3H6N2O2 in the gas phase, from the OMol25 dataset.

Properties
Orbital gap: 10.11 eV

Cartesian coordinates (Å):
H  0.7790  -0.3512  -2.1502
C  -1.8598  0.1694  -0.7970
H  -1.6515  0.2251  -1.8674
H  -0.7016  -0.5868  0.8854
H  -1.7554  1.1566  -0.3353
O  -0.9217  -0.7520  -0.2134
C  0.5670  -0.2494  -0.2418
C  1.8498  0.1885  1.6907
N  1.2266  -0.0709  -1.2859
H  -2.8564  -0.2380  -0.6291
O  1.9852  0.3104  2.8850
N  0.6522  -0.1325  1.0802
H  2.6865  0.3308  0.9787

*b*
The following is a quantum chemistry calculation of C3H6N2O2 in the gas phase, from the OMol25 dataset.

Properties
Orbital gap: 10.81 eV
Structure (SMILES): CC(=O)NC(N)=O

Cartesian coordinates (Å):
H  1.5576  -0.6165  -1.5235
C  -0.1815  -0.7056  0.9320
H  1.5745  1.0339  -2.2220
H  -0.6383  -0.9171  2.9668
N  -0.9127  -0.5502  2.0731
H  -1.5368  0.2381  2.1438
C  1.2697  0.4184  -1.3810
O  -0.8993  1.2669  -1.9296
H  -1.8194  -0.0134  -0.0779
C  -0.2162  0.5606  -1.2285
H  1.7596  0.7225  -0.4553
O  0.8668  -1.3048  0.8785
N  -0.8239  -0.1328  -0.1764

*c*
The following is a quantum chemistry calculation of C3H6N2O2 in the gas phase, from the OMol25 dataset.

Properties
Orbital gap: 9.52 eV
Structure (SMILES): OC1(O)CCN=N1

Cartesian coordinates (Å):
O  -1.6699  0.1192  1.0946
H  -2.3412  -0.0988  -1.2661
N  -0.1677  -1.3920  -0.2129
N  1.0311  -1.4144  -0.2231
H  -1.9238  -0.7815  1.3068
O  -1.4330  0.3533  -1.3070
H  0.3306  1.5280  0.9413
H  2.4587  0.0425  -0.5052
C  -0.8350  0.0869  -0.0713
C  0.4523  0.8417  0.0164
C  1.6215  -0.1386  0.1142
H  1.9361  -0.3344  1.1354
H  0.5403  1.1881  -1.0230

Last place for stability: *a*

*a*
The following is a quantum chemistry calculation of C3H6N2O2 in the gas phase, from the OMol25 dataset.

Properties
Orbital gap: 10.78 eV
Structure (SMILES): [H]/N=C(/C)N(O)C=O

Cartesian coordinates (Å):
H  -2.1191  -0.9115  1.1602
H  0.7001  -1.8838  -0.3549
H  -1.5025  -2.1591  0.2076
C  -1.8318  -1.1578  0.1596
N  -1.5126  1.1726  -0.6520
O  2.2025  -0.5782  -0.4357
N  0.1926  0.0831  0.6164
H  -2.7452  -1.0074  -0.4407
C  -1.0943  0.1473  -0.0381
H  -0.7020  1.7840  -0.7194
O  0.9034  1.2750  0.4903
H  1.7533  1.0043  0.0742
C  1.0943  -0.8547  -0.1407

*b*
The following is a quantum chemistry calculation of C3H6N2O2 in the gas phase, from the OMol25 dataset.

Properties
Orbital gap (spin up / spin down): 8.33 / 8.34 eV

Cartesian coordinates (Å):
C  0.3871  -0.7013  0.9829
H  -0.3636  1.9119  -0.0167
C  -1.1899  1.7551  0.7301
H  -0.7661  1.7733  1.7679
N  0.2665  -0.6581  -0.2797
H  1.9541  -1.8854  -0.7252
H  1.5935  -0.4461  -1.7838
O  0.8498  -0.9821  2.0532
C  1.2057  -1.3330  -1.2702
N  -1.4928  0.4082  0.5515
O  -0.9052  -0.0933  -0.6969
H  0.6265  -2.0539  -1.8058
H  -2.1658  2.3046  0.4927

Last place for stability: *b*

*a*
The following is a quantum chemistry calculation of C3H6N2O2 in the gas phase, from the OMol25 dataset.

Properties
Orbital gap: 9.85 eV
Structure (SMILES): C=C(NO)C(N)=O

Cartesian coordinates (Å):
N  -0.8165  -1.0221  0.2290
H  -2.0833  -0.2081  -1.0325
C  0.3514  -0.4380  -0.2151
O  -2.0262  -0.3736  -0.0762
N  -0.2814  1.5308  1.1215
H  2.3237  -0.5450  -0.8692
H  -0.9940  0.9503  1.5279
H  1.3883  -2.1398  -0.9078
C  1.4090  -1.0828  -0.6999
H  -0.2291  2.5023  1.3818
H  -0.8502  -2.0353  -0.1183
O  1.3029  1.7788  -0.4650
C  0.5056  1.0824  0.1238

*b*
The following is a quantum chemistry calculation of C3H6N2O2 in the gas phase, from the OMol25 dataset.

Properties
Orbital gap: 10.77 eV
Structure (SMILES): [H]/N=C(/NC=O)OC

Cartesian coordinates (Å):
H  0.7928  -0.1886  -1.9211
H  2.6630  0.2935  1.0245
C  0.3637  -0.3183  -0.0891
C  -1.8117  0.1490  -0.8476
C  1.8957  0.1190  1.7926
H  -1.5976  0.2621  -1.9155
N  1.1890  -0.0194  -0.9996
H  -1.7603  1.1269  -0.3548
H  -2.8100  -0.2707  -0.7204
H  -0.0772  -0.4374  1.9077
N  0.6735  -0.2427  1.2605
O  -0.9197  -0.7661  -0.2206
O  2.0767  0.2273  2.9833

*c*
The following is a quantum chemistry calculation of C3H6N2O2 in the gas phase, from the OMol25 dataset.

Properties
Orbital gap: 10.09 eV

Cartesian coordinates (Å):
H  1.4308  -1.2687  -0.9318
O  -2.8974  -1.2071  1.5846
C  -2.3217  -0.4220  0.8686
C  1.9255  -0.3836  -0.5186
H  0.4629  -0.4828  1.0815
H  0.1473  1.9325  -1.2692
N  -0.6299  1.3828  -0.9229
H  -2.8597  0.2941  0.2171
C  -0.3686  0.5524  -0.0292
H  2.1087  0.3510  -1.3053
O  1.0861  0.2316  0.4755
H  2.8622  -0.6481  -0.0279
N  -0.9462  -0.3320  0.7776

*d*
The following is a quantum chemistry calculation of C3H6N2O2 in the gas phase, from the OMol25 dataset.

Properties
Orbital gap: 10.03 eV
Structure (SMILES): NC(=O)CNC=O

Cartesian coordinates (Å):
C  -0.2622  0.4301  0.2764
C  0.0325  -1.0063  0.5981
H  1.4716  1.6821  -0.3000
H  -0.9212  -2.3879  1.8165
H  -0.3243  0.2586  -2.1169
H  -0.2809  0.9061  1.3595
H  -1.2319  0.4037  -0.2093
N  0.6106  1.1222  -0.5887
H  -0.7109  -0.6881  2.4527
O  0.5150  -1.7125  -0.2492
N  -0.6813  -1.4122  1.6819
O  1.1559  1.5753  -2.8025
C  0.6271  0.8289  -1.9186

Last place for stability: *c*

*a*
The following is a quantum chemistry calculation of C3H6N2O2 in the gas phase, from the OMol25 dataset.

Properties
Orbital gap: 8.60 eV
Structure (SMILES): OC1=C[C@@H](O)NN1

Cartesian coordinates (Å):
N  0.7637  -1.1420  -0.2161
O  2.5329  0.4388  -0.0499
C  1.2101  0.1656  0.0075
H  2.4812  1.3380  -0.1620
H  0.1890  2.1003  0.5233
O  -1.8503  0.6973  -0.7476
H  -2.1921  -0.0136  -1.2103
C  -1.1047  0.1869  0.3951
H  -1.8115  -0.0244  1.1661
N  -0.6232  -1.1933  -0.0238
C  0.0606  0.9727  0.6128
H  -0.7206  -1.8555  0.7387
H  1.0649  -1.6710  -1.0339

*b*
The following is a quantum chemistry calculation of C3H6N2O2 in the gas phase, from the OMol25 dataset.

Properties
Orbital gap (spin up / spin down): 8.27 / 7.43 eV

Cartesian coordinates (Å):
H  -1.0207  -0.3121  2.0539
C  0.6595  0.7652  -0.2503
O  -1.3347  -0.3010  -0.0397
H  -0.7194  -2.4698  1.3496
H  -0.9077  2.2056  -0.1059
C  -0.3854  1.5137  -0.7528
N  1.5615  0.0583  -0.9811
H  1.3186  -0.1191  -1.9464
H  -0.5067  1.6251  -1.8263
O  0.6259  0.4286  1.0343
N  -0.3446  -1.7999  0.6704
C  -0.5888  -0.5189  1.0696
H  1.8742  -0.7663  -0.4798

Last place for stability: *b*

*a*
The following is a quantum chemistry calculation of C3H6N2O2 in the gas phase, from the OMol25 dataset.

Properties
Orbital gap: 10.89 eV
Structure (SMILES): [H]/N=C\OCC(N)=O

Cartesian coordinates (Å):
H  -2.2237  0.2094  -1.4205
C  -1.0812  0.0838  0.2683
H  0.4162  0.8273  -1.2036
O  -1.5225  1.0611  0.8313
N  -1.5385  -0.3511  -0.9403
C  1.7659  0.7230  0.1922
H  0.2583  -1.6406  0.2380
H  -1.0781  -1.0813  -1.4526
H  -0.3326  -1.1409  1.8424
N  1.3489  1.1228  -0.9291
H  2.7491  1.0279  0.5458
O  1.2121  -0.0634  1.1535
C  0.0262  -0.7781  0.8747

*b*
The following is a quantum chemistry calculation of C3H6N2O2 in the gas phase, from the OMol25 dataset.

Properties
Orbital gap: 8.86 eV
Structure (SMILES): [H]/N=C/O/C=C(\N)O

Cartesian coordinates (Å):
N  -1.6919  -1.0200  -0.3631
O  -1.0583  0.9959  0.5869
H  -2.5217  -1.6091  -0.3366
H  -2.8210  0.1873  0.9257
H  2.0108  -1.5084  0.2928
H  0.2562  2.1373  -0.5246
H  2.4811  1.6156  -0.4304
C  1.1802  0.2784  -0.0430
N  1.1387  -1.0138  0.4267
H  0.3131  -1.5163  0.1032
C  0.1591  1.1511  -0.0832
O  2.4252  0.6520  -0.4626
C  -1.9054  -0.0056  0.3637

Last place for stability: *b*

*a*
The following is a quantum chemistry calculation of CH4O3S in the gas phase, from the OMol25 dataset.

Properties
Orbital gap: 9.55 eV
Structure (SMILES): OCOSO

Cartesian coordinates (Å):
O  0.9103  1.4636  -1.2300
C  0.0298  0.7868  -0.3260
H  -0.0545  1.3667  0.6151
O  0.5537  -0.3926  0.3021
H  -0.9408  -1.5478  1.7436
O  -1.3514  -1.7866  0.8791
H  1.8137  1.4478  -1.0101
H  -0.9091  0.5644  -0.8691
S  -0.0518  -1.9021  -0.1048

*b*
The following is a quantum chemistry calculation of 2 unconnected molecules or ions with the total composition CH4O3S, from the OMol25 dataset.

Properties
Orbital gap: 10.24 eV

Cartesian coordinates (Å):
H  -0.4210  -0.3617  -2.5268
H  0.3060  2.2911  0.1331
O  0.7624  -0.4989  -0.5397
S  -0.1541  1.5886  1.2508
C  -0.2392  -1.0729  -0.8005
H  -0.7103  -1.7134  0.0420
O  -1.1335  0.7360  0.5215
O  -0.8678  -0.9432  -1.9613
H  1.0222  0.7465  1.1176

*c*
The following is a quantum chemistry calculation of 2 unconnected molecules or ions with the total composition CH4O3S, from the OMol25 dataset.

Properties
Orbital gap: 9.45 eV
Structure (SMILES): O=CO.OS

Cartesian coordinates (Å):
H  -1.5999  0.5543  2.6010
H  2.0774  -0.6756  -2.2369
S  -0.4481  1.6085  0.8892
H  -0.7619  2.8342  1.4926
O  1.4880  -0.0517  -0.4331
C  1.2864  -0.4559  -1.5241
O  0.0422  -0.9246  -1.6537
O  -1.8817  0.5971  1.6316
H  -0.3705  -0.6266  -0.8721

Last place for stability: *b*

*a*
The following is a quantum chemistry calculation of CH4O3S in the gas phase, from the OMol25 dataset.

Properties
Orbital gap: 8.74 eV
Structure (SMILES): OC(O)OS

Cartesian coordinates (Å):
H  3.1734  -0.3605  -0.9867
H  -2.1030  -0.8476  0.1012
S  2.5736  0.1006  0.1222
H  0.1143  -0.1306  1.3020
H  -1.2128  1.2044  -0.8899
O  -0.9771  1.2855  0.0778
C  -0.3544  0.0559  0.2429
O  0.7560  -0.1163  -0.6523
O  -1.2048  -1.0199  0.0242

*b*
The following is a quantum chemistry calculation of 2 unconnected molecules or ions with the total composition CH4O3S, from the OMol25 dataset.

Properties
Orbital gap: 9.99 eV

Cartesian coordinates (Å):
S  1.9684  0.1051  0.0528
O  -1.5319  -0.8034  0.3200
H  0.7934  1.0651  -0.1639
O  -0.5178  1.1110  -0.3926
H  1.7420  0.4446  1.4457
O  1.0237  -0.9884  -0.2788
H  -1.3921  -0.4612  1.3099
H  -1.1868  -0.4565  -1.6587
C  -0.8990  -0.0163  -0.6342

*c*
The following is a quantum chemistry calculation of 2 unconnected molecules or ions with the total composition CH4O3S, from the OMol25 dataset.

Properties
Orbital gap: 10.09 eV

Cartesian coordinates (Å):
C  1.0323  -0.5271  0.5547
H  1.3571  -1.6179  0.5712
S  -1.9309  0.1449  -0.4993
H  1.5001  0.7929  -0.5730
H  -1.4413  -0.0368  0.7960
O  0.2182  0.1192  1.2141
O  -0.7396  -0.2692  -1.2333
O  1.8264  -0.1258  -0.3656
H  -1.8223  1.5198  -0.4647

Last place for stability: *b*